1.
{"formula": "C7H14N4", "method": "ωB97M-V/def2-TZVPD", "total_energy_ev": -13442.0273, "homo_energy_ha": -0.32460, "de_lowest_ev": 3.9199, "orbital_gap_ha": 0.3600, "species": ["C", "C", "C", "C", "C", "C", "C", "N", "N", "N", "N", "H", "H", "H", "H", "H", "H", "H", "H", "H", "H", "H", "H", "H", "H"], "coordinates": [[0.104, -1.612, 0.290], [-0.418, 0.794, -3.830], [0.967, -1.132, -2.859], [-0.520, 0.818, 2.919], [-2.352, -0.788, 2.321], [0.553, 0.344, -2.959], [-1.054, -0.138, 1.845], [0.680, -2.745, 0.449], [0.646, -3.123, 1.832], [0.123, -2.183, 2.425], [-0.196, -1.210, 1.542], [0.952, -3.430, -0.177], [-1.029, 0.052, -4.299], [-0.605, 1.842, -3.971], [0.438, -1.809, -3.450], [0.505, -1.434, -1.859], [2.091, -1.299, -3.040], [-1.100, 1.799, 2.960], [0.447, 0.989, 2.653], [-0.553, 0.329, 3.972], [-2.817, -1.473, 1.506], [-3.128, -0.001, 2.622], [-2.199, -1.407, 3.253], [1.034, 0.890, -2.251], [-1.139, 0.410, 0.805]], "nbo_charge": [0.13, -0.43, -0.70, -0.61, -0.63, -0.14, -0.06, -0.43, -0.05, -0.02, -0.27, 0.42, 0.19, 0.20, 0.20, 0.25, 0.21, 0.22, 0.21, 0.22, 0.22, 0.22, 0.23, 0.18, 0.25]}

***

2.
{"formula": "C7H14N5O", "method": "ωB97M-V/def2-TZVPD", "total_charge": 1, "total_energy_ev": -16970.5528, "homo_energy_ha": -0.50137, "de_lowest_ev": 5.5702, "orbital_gap_ha": 0.2782, "species": ["C", "C", "C", "C", "C", "C", "C", "N", "N", "N", "N", "N", "O", "H", "H", "H", "H", "H", "H", "H", "H", "H", "H", "H", "H", "H", "H"], "coordinates": [[-1.447, 1.647, 1.136], [-2.614, 1.039, 1.327], [1.114, -0.328, -0.645], [-0.224, 0.702, 0.915], [0.051, 2.190, -1.881], [-0.013, -4.084, 0.452], [0.967, 2.112, -0.748], [-2.699, -0.372, 1.353], [-1.930, -1.099, 0.723], [0.955, 0.886, 0.082], [-0.767, -0.600, 0.280], [-0.040, -1.154, -0.554], [0.983, -3.048, 0.116], [-1.304, 2.719, 1.097], [-3.485, 1.614, 1.600], [1.247, -0.230, -1.875], [2.069, -0.774, -0.326], [-0.013, 0.572, 2.011], [-0.888, 1.638, -1.627], [-0.135, 3.293, -1.982], [0.318, 1.850, -2.871], [0.340, -5.060, 0.006], [-0.958, -3.737, -0.075], [-0.115, -4.153, 1.482], [1.983, 2.128, -1.189], [1.040, 2.964, -0.089], [1.024, -3.055, -0.857]], "nbo_charge": [-0.13, -0.11, -0.14, 0.04, -0.66, -0.26, -0.24, -0.04, 0.03, -0.44, 0.06, 0.09, -0.70, 0.26, 0.26, 0.25, 0.29, 0.25, 0.20, 0.25, 0.24, 0.20, 0.18, 0.20, 0.23, 0.23, 0.47]}

***

3.
{"formula": "C7H14N5O2P", "method": "ωB97M-V/def2-TZVPD", "total_energy_ev": -28317.9757, "homo_energy_ha": -0.33895, "de_lowest_ev": 0.8206, "orbital_gap_ha": 0.2977, "smiles": "NCCCCCc1nnc(P(O)O)nn1", "species": ["N", "C", "C", "C", "C", "C", "C", "N", "N", "C", "P", "O", "O", "N", "N", "H", "H", "H", "H", "H", "H", "H", "H", "H", "H", "H", "H", "H", "H"], "coordinates": [[-4.519, -0.883, 0.127], [-3.126, -0.808, 0.622], [-2.032, -1.160, -0.454], [-0.753, -1.879, 0.122], [-0.300, -1.386, 1.549], [1.259, -1.197, 1.566], [1.721, 0.122, 0.833], [3.070, 0.266, 0.710], [3.457, 1.342, 0.062], [2.445, 2.139, -0.382], [3.002, 3.680, -1.373], [4.459, 3.164, -2.103], [1.879, 3.695, -2.658], [1.099, 2.017, -0.226], [0.712, 0.941, 0.423], [-4.552, -1.228, -0.828], [-4.905, 0.054, 0.188], [-2.926, 0.221, 1.018], [-3.001, -1.535, 1.474], [-1.751, -0.255, -1.046], [-2.513, -1.879, -1.177], [0.060, -1.793, -0.649], [-0.990, -2.977, 0.172], [-0.522, -2.216, 2.272], [-0.817, -0.471, 1.912], [1.720, -2.056, 1.009], [1.667, -1.178, 2.612], [4.245, 2.457, -2.732], [1.914, 2.802, -3.038]], "nbo_charge": [-0.84, -0.22, -0.41, -0.40, -0.42, -0.44, 0.33, -0.18, -0.17, -0.03, 1.30, -0.95, -0.94, -0.17, -0.20, 0.36, 0.36, 0.19, 0.17, 0.21, 0.19, 0.20, 0.21, 0.22, 0.23, 0.23, 0.24, 0.47, 0.47]}

***

4.
{"formula": "C7H14N5O4", "method": "ωB97M-V/def2-TZVPD", "total_charge": 1, "total_energy_ev": -23114.2491, "homo_energy_ha": -0.46715, "orbital_gap_ha": 0.3428, "smiles": "C[C@H](O)CONc1nc(CC(=O)O)[nH][n+]1N", "species": ["C", "C", "O", "C", "O", "N", "C", "N", "C", "C", "C", "O", "O", "N", "N", "N", "H", "H", "H", "H", "H", "H", "H", "H", "H", "H", "H", "H", "H", "H"], "coordinates": [[-2.753, 1.991, -2.791], [-3.399, 0.603, -2.308], [-4.827, 0.528, -2.488], [-2.950, 0.426, -0.752], [-1.611, -0.149, -0.788], [-0.709, 0.589, -0.089], [0.438, 0.016, 0.299], [1.340, 0.865, 1.064], [2.402, -0.071, 1.319], [3.596, 0.520, 2.188], [4.533, -0.691, 2.640], [5.583, -0.999, 2.061], [4.094, -1.432, 3.786], [2.186, -1.365, 0.746], [0.964, -1.294, 0.105], [0.346, -2.349, -0.563], [-1.638, 2.037, -2.493], [-3.283, 2.848, -2.258], [-2.841, 2.067, -3.925], [-2.907, -0.247, -2.913], [-5.111, -0.218, -1.906], [-3.649, -0.295, -0.200], [-2.986, 1.420, -0.183], [-0.831, 1.588, 0.165], [4.135, 1.305, 1.565], [3.133, 1.003, 3.126], [3.605, -0.820, 4.385], [2.815, -2.173, 0.822], [0.907, -3.214, -0.499], [-0.582, -2.492, -0.114]], "nbo_charge": [-0.64, 0.09, -0.69, -0.12, -0.36, -0.28, 0.53, -0.45, 0.45, -0.56, 0.76, -0.50, -0.68, -0.38, -0.05, -0.60, 0.21, 0.22, 0.25, 0.18, 0.47, 0.20, 0.20, 0.44, 0.30, 0.27, 0.49, 0.47, 0.39, 0.39]}

***

Number 1: molar mass 154.22 g/mol. Number 2: molar mass 184.22 g/mol. Number 3: molar mass 231.20 g/mol. Number 4: molar mass 232.22 g/mol.